{"formula": "C33H47BCdN4O2P2", "method": "ωB97M-V with the def2-TZVPD basis set", "species": ["Cd", "C", "C", "C", "C", "C", "C", "C", "C", "C", "H", "H", "H", "H", "H", "H", "H", "H", "H", "H", "H", "H", "H", "H", "H", "P", "P", "N", "N", "N", "N", "C", "C", "C", "C", "C", "C", "C", "C", "C", "C", "C", "C", "C", "C", "C", "C", "C", "C", "H", "H", "H", "H", "H", "H", "H", "H", "H", "H", "H", "H", "H", "H", "H", "H", "H", "H", "H", "H", "C", "C", "C", "O", "B", "O", "C", "C", "C", "H", "H", "H", "H", "H", "H", "H", "H", "H", "H", "H", "H"], "xyz": [[-1.1080, -3.0469, -2.6685], [-0.3698, 3.5031, -0.6966], [-1.2920, 3.1250, -1.6430], [-1.0051, 2.6734, -3.0426], [0.0980, 1.5606, -3.0796], [1.5133, 2.0434, -2.9643], [1.9570, 3.3035, -2.9727], [1.2959, 4.5171, -2.4112], [0.8012, 4.3780, -0.9087], [0.6068, -1.9960, -0.0835], [-0.5345, 3.1884, 0.3361], [-2.3632, 3.1337, -1.3986], [-0.7296, 3.4825, -3.7439], [-1.9484, 2.2202, -3.4068], [-0.0980, 0.8492, -2.2525], [-0.0394, 0.9863, -4.0141], [2.2262, 1.2054, -2.8276], [2.9509, 3.5272, -3.3977], [0.4217, 4.8269, -3.0079], [2.0365, 5.3387, -2.4179], [1.6412, 4.0765, -0.2589], [0.5286, 5.4057, -0.6018], [1.5442, -1.9784, 0.5001], [0.6543, -1.2263, -0.9031], [0.4411, -3.0459, -0.4573], [1.2997, -1.4180, -6.5871], [-2.3668, -0.8455, -6.6837], [2.5643, -0.1578, -6.8900], [2.0738, -2.5818, -7.7567], [-2.3258, 0.8812, -7.2957], [-3.8748, -1.2313, -7.5444], [0.1893, -0.6639, -7.8808], [-1.1526, -1.4188, -8.0135], [3.6290, 0.0307, -5.9923], [4.5776, 0.8518, -6.5995], [4.0954, 1.1753, -7.9015], [2.8687, 0.5451, -8.0525], [2.4442, -3.8674, -7.3436], [2.7994, -4.6075, -8.4626], [2.6633, -3.7568, -9.5962], [2.2492, -2.5185, -9.1368], [-1.9914, 1.8962, -6.3874], [-1.7820, 3.0885, -7.0817], [-1.9632, 2.7979, -8.4682], [-2.2470, 1.4408, -8.5744], [-4.6177, -0.5644, -8.5332], [-5.6454, -1.4152, -8.9814], [-5.5298, -2.6400, -8.2332], [-4.4464, -2.5096, -7.3757], [0.6232, -0.6295, -8.8931], [0.0243, 0.3788, -7.5595], [-1.5849, -1.2660, -9.0237], [-1.0377, -2.5062, -7.8556], [3.5992, -0.4164, -5.0193], [5.5055, 1.1714, -6.1708], [4.5702, 1.7750, -8.6565], [2.1782, 0.5723, -8.8830], [2.4140, -4.1272, -6.2989], [3.1159, -5.6378, -8.4769], [2.8367, -4.0033, -10.6361], [2.0466, -1.6010, -9.6804], [-1.9581, 1.6895, -5.3414], [-1.5429, 4.0366, -6.6572], [-1.9096, 3.4901, -9.2920], [-2.4431, 0.8461, -9.4551], [-4.3896, 0.4334, -8.8278], [-6.3595, -1.1772, -9.7346], [-6.1746, -3.4945, -8.3284], [-4.0303, -3.1906, -6.6564], [-2.6084, 0.2265, 2.4905], [-1.1478, -0.1876, 2.4003], [-0.2452, 0.9265, 2.9124], [-0.9052, -0.3318, 0.9909], [-0.5233, -1.6361, 0.8905], [-0.8732, -2.5000, 1.8959], [-0.8647, -1.6254, 3.0215], [0.4732, -1.7318, 3.7575], [-1.9416, -2.1817, 3.9243], [-2.7820, 0.7145, 3.4551], [-3.2670, -0.6470, 2.3868], [-2.8352, 0.9266, 1.6768], [-0.2665, 1.7761, 2.2176], [-0.6098, 1.2588, 3.8942], [0.7982, 0.5943, 3.0115], [0.5934, -0.8764, 4.4273], [0.4756, -2.6179, 4.4045], [1.3534, -1.7941, 3.1043], [-2.8255, -2.4820, 3.3527], [-1.5529, -3.0652, 4.4384], [-2.2005, -1.4379, 4.6761]], "forces_ev_per_angstrom": [[-0.1774, -0.0181, -0.2725], [-1.7018, -0.6062, -0.9643], [0.7841, 0.7295, 1.2361], [0.1497, -0.1565, -0.7589], [-0.9853, 0.3729, 1.1086], [0.1001, -0.6478, -0.0191], [0.8254, -0.1076, -0.1699], [-0.9009, 0.8372, 0.5371], [1.6624, -0.2051, -1.2445], [-0.1140, -0.6485, -1.6431], [-0.6579, 0.9324, 0.0492], [0.5261, -1.0687, 0.5689], [-0.2012, -0.4450, 0.0951], [0.4935, 0.3044, 0.0739], [-0.1296, 0.1771, -0.3621], [0.3944, 0.2123, 0.1768], [-0.0772, 0.5685, -1.1542], [-0.0109, -0.5904, 1.0114], [0.3854, 0.2518, 0.2628], [-0.4718, -0.2954, -0.1349], [-0.1191, 0.1210, -0.2754], [-0.0788, -0.4377, 0.0530], [-0.2766, 0.0031, -0.2305], [0.2074, -1.0010, 0.5619], [0.5991, 1.0443, 0.1298], [2.4326, 0.9612, -3.6989], [-0.5822, 2.0325, -3.1781], [0.3234, -0.0236, 1.2280], [-0.3383, -0.7675, 0.9501], [0.6387, 0.1641, 1.1836], [-0.6994, -0.9986, 0.0512], [-0.8597, -0.1653, 0.2994], [-0.2921, -0.1863, 0.4810], [0.1119, 0.8024, -1.4875], [-1.0710, -0.7902, 0.2289], [-1.0769, -0.8163, 0.3212], [0.4577, 0.1704, 0.4195], [-0.1226, 0.1365, -1.1973], [-0.2465, 0.5556, 0.6560], [-0.1826, 0.8169, 0.4543], [-0.2801, -0.4162, 0.1868], [-0.1975, 0.6586, -1.5031], [-0.3799, -1.6714, 0.0752], [-0.0942, -1.2346, 0.4923], [-0.0028, 0.4290, 0.4156], [-0.8288, -1.7971, 0.0959], [2.0260, 0.2771, 1.6404], [0.8551, 0.8511, 0.1380], [-0.5570, 1.0294, -0.8708], [0.0507, -0.0529, 0.8004], [0.0111, -0.2867, -0.1704], [0.0733, -0.0985, 0.6987], [0.1037, 0.2686, -0.2496], [0.0381, -0.1153, 0.2010], [0.1698, 0.0595, 0.1774], [0.0657, 0.1107, 0.0037], [0.2645, 0.0634, 0.1470], [-0.0311, -0.0592, 0.0111], [0.0154, 0.0311, 0.0955], [0.0776, 0.0291, 0.2091], [0.1783, -0.4450, 0.0956], [-0.0060, -0.0763, 0.3019], [0.0995, 0.3364, 0.2373], [0.0580, -0.0281, -0.0165], [0.0921, 0.1124, 0.1270], [0.0135, 0.2644, 0.0166], [-0.3427, 0.1290, -0.2666], [0.0208, -0.1366, 0.0704], [0.0025, -0.1235, 0.1104], [-0.2458, -0.0338, 0.3639], [-0.8744, 0.5601, 0.1424], [0.1954, -0.0044, 0.1732], [0.5279, -0.6663, 0.5790], [0.9561, -0.2093, -0.8377], [0.4568, 0.4610, -0.4515], [-0.4231, -0.2068, 0.6760], [0.2309, -0.0156, 0.3692], [-0.3084, 0.2473, 0.5179], [-0.3151, -0.1154, -0.1400], [0.1130, 0.3923, -0.0084], [0.1302, -0.0823, 0.2716], [-0.1515, -0.2306, 0.1886], [0.2583, -0.0076, -0.1747], [-0.3398, 0.2435, -0.1356], [0.0670, -0.1370, -0.0405], [0.0475, 0.0784, -0.3552], [-0.2991, 0.1689, -0.0035], [0.1564, 0.2152, 0.1805], [-0.1459, 0.0930, -0.1234], [-0.2503, -0.0771, 0.1916]], "mulliken_charge": [0.057, -0.507, -0.605, -0.723, 0.991, -0.375, -0.552, -0.715, -0.461, -0.553, 0.086, 0.450, 0.257, 0.534, -0.166, -0.204, 0.342, 0.392, 0.264, 0.422, 0.334, 0.342, 0.226, -0.068, 0.146, -0.059, -0.176, 0.529, 0.411, 0.265, 0.311, -0.521, -1.053, -0.682, -0.709, -0.810, -0.009, -0.476, -0.619, -0.602, -0.108, -0.595, -0.350, -1.212, -0.261, -0.300, -0.693, -0.561, -0.409, -0.037, 0.546, 0.435, 0.595, 0.485, 0.434, 0.449, 0.363, 0.405, 0.405, 0.417, 0.253, 0.306, 0.513, 0.459, 0.647, 0.612, 0.447, 0.421, 0.363, -1.917, 2.033, -1.501, -0.370, 0.774, -0.628, 1.247, -1.710, -1.882, 0.373, 0.397, 0.402, 0.005, 0.401, 0.425, 0.404, 0.409, 0.200, 0.355, 0.484, 0.352], "homo_ev": -8.14, "homo_lumo_gap_ev": 8.48, "molar_mass_da": 716.94, "e_above_lowest_kj_mol": 0.00}

{"formula": "C39H34ClN4O4PTl", "method": "ωB97M-V with the def2-TZVPD basis set", "species": ["Tl", "Cl", "C", "C", "C", "C", "O", "C", "C", "N", "C", "C", "C", "C", "C", "C", "C", "C", "N", "C", "C", "H", "H", "H", "H", "H", "H", "H", "H", "H", "H", "N", "C", "C", "C", "N", "H", "H", "H", "H", "H", "H", "H", "H", "H", "H", "O", "C", "O", "C", "C", "C", "C", "C", "C", "P", "C", "C", "C", "C", "C", "C", "C", "C", "C", "C", "C", "C", "H", "H", "H", "H", "H", "H", "H", "H", "H", "H", "H", "H", "H", "H", "O", "C"], "xyz": [[1.0778, 0.0092, 0.8031], [6.2618, -4.7824, 3.4925], [5.2072, -3.8689, 2.4519], [5.7398, -3.2355, 1.3093], [4.9332, -2.5195, 0.4771], [3.5267, -2.3518, 0.7177], [2.8235, -1.6281, -0.0537], [3.0060, -3.0284, 1.8779], [1.6291, -3.0598, 2.2356], [0.6302, -2.4709, 1.6533], [-0.6520, -2.9387, 1.9310], [-0.9429, -4.1974, 2.3338], [-2.2932, -4.6768, 2.5458], [-3.3524, -3.9090, 2.2676], [-3.1573, -2.5600, 1.7590], [-4.1951, -1.7736, 1.4487], [-4.0226, -0.3759, 0.9760], [-2.5434, 0.0520, 0.7998], [-1.4998, -0.8466, 1.2073], [-1.7715, -2.0273, 1.6117], [3.8786, -3.7705, 2.7180], [6.7986, -3.3276, 1.1034], [5.3368, -2.0289, -0.3997], [1.4172, -3.6958, 3.1054], [-0.1371, -4.9066, 2.4716], [-2.4284, -5.6837, 2.9171], [-4.3665, -4.2635, 2.3986], [-5.2070, -2.1448, 1.5806], [-4.6173, 0.2941, 1.6028], [-2.3297, 1.0392, 1.2165], [3.4688, -4.2758, 3.5852], [2.7805, 0.0887, 3.0602], [3.3463, 1.4375, 3.1743], [2.3797, 2.4063, 3.8423], [1.2691, 2.9753, 2.9644], [0.1334, 2.0457, 2.8679], [2.4514, -0.2301, 3.9652], [3.4936, -0.5721, 2.7655], [3.5828, 1.7824, 2.1635], [4.2838, 1.4453, 3.7404], [2.9665, 3.2356, 4.2423], [1.9213, 1.9155, 4.7096], [1.6481, 3.1520, 1.9540], [0.9684, 3.9487, 3.3688], [-0.6105, 2.4663, 2.3231], [-0.2469, 1.8747, 3.7922], [1.3720, 4.3439, -0.7618], [0.6320, 3.7462, -1.4578], [0.1658, 2.4617, -1.0750], [0.0329, 4.1104, -2.7648], [0.3108, 5.2708, -3.4681], [-0.3209, 5.4562, -4.6885], [-1.2085, 4.5039, -5.1872], [-1.4835, 3.3419, -4.4789], [-0.8528, 3.1624, -3.2587], [-0.8475, 1.7810, -2.1231], [-0.0817, 0.3542, -2.8206], [1.2983, 0.1846, -2.7228], [1.8889, -0.8940, -3.3594], [1.1103, -1.7776, -4.0942], [-0.2646, -1.6016, -4.1944], [-0.8703, -0.5353, -3.5531], [-2.4195, 1.4324, -1.4166], [-2.7400, 0.1282, -0.7393], [-4.2696, -0.1469, -0.5511], [-5.1734, 1.0130, -0.7778], [-4.7400, 2.2183, -1.1540], [-3.3534, 2.4000, -1.5489], [1.0041, 5.9977, -3.0666], [-0.1206, 6.3493, -5.2644], [-1.6861, 4.6711, -6.1431], [-2.1713, 2.6044, -4.8724], [1.8964, 0.8565, -2.1210], [2.9533, -1.0555, -3.2617], [1.5769, -2.6216, -4.5844], [-0.8627, -2.3014, -4.7616], [-1.9448, -0.4010, -3.6132], [-2.2105, -0.7077, -1.1993], [-4.6536, -1.0266, -1.0710], [-6.2310, 0.8479, -0.6011], [-5.4220, 3.0487, -1.2711], [-3.0973, 3.3455, -2.0122], [0.0593, -3.2945, -1.7657], [0.1379, -2.2853, -1.2738]], "forces_ev_per_angstrom": [[0.2602, -0.0975, 0.0628], [-0.0099, 0.0134, -0.0120], [0.0643, 0.0052, -0.0364], [0.0104, -0.0402, 0.0485], [-0.0704, 0.0724, -0.0295], [-0.0046, 0.0060, -0.0025], [-0.0183, -0.0172, -0.0027], [0.1225, 0.1396, 0.0605], [-0.0803, -0.0847, 0.0784], [0.0791, -0.0358, -0.0639], [-0.0797, -0.0101, 0.0697], [0.0663, -0.0979, -0.0247], [-0.0604, 0.0766, -0.0314], [0.1079, -0.0174, -0.0363], [-0.1029, 0.0285, -0.0044], [0.0616, -0.0053, 0.0635], [-0.1172, -0.0914, -0.0014], [-0.0006, 0.0846, 0.1066], [0.0742, 0.1055, 0.0499], [-0.0689, -0.0790, 0.0583], [-0.0680, 0.0128, 0.0154], [0.0017, -0.0063, -0.0036], [0.0128, -0.0063, 0.0072], [-0.0113, -0.0174, -0.0430], [-0.0199, -0.0055, -0.0159], [0.0140, -0.0059, -0.0036], [-0.0010, 0.0045, 0.0142], [0.0067, -0.0013, -0.0163], [0.0189, 0.0299, -0.0357], [-0.0142, -0.0115, 0.0529], [-0.0059, 0.0059, -0.0009], [-0.0121, -0.0888, -0.1377], [-0.0168, -0.0669, 0.0348], [0.0030, 0.0930, -0.0232], [-0.0494, -0.0419, 0.0591], [0.0102, 0.0246, 0.0139], [-0.0186, -0.0153, -0.0134], [-0.0271, -0.0161, 0.0028], [0.0191, 0.0657, 0.0221], [0.0039, -0.0787, -0.0158], [-0.0341, 0.0304, -0.0342], [0.0655, 0.0360, 0.0527], [0.0046, 0.0057, -0.0022], [-0.0095, -0.0047, -0.0274], [-0.0163, 0.0241, 0.0024], [-0.0153, -0.0165, 0.0188], [0.0445, 0.0162, 0.0218], [-0.1047, -0.0472, -0.0372], [0.0458, 0.1891, -0.0260], [0.0249, 0.0342, 0.0181], [0.0051, 0.0196, 0.0154], [-0.0054, -0.0093, 0.0003], [0.0072, -0.0011, 0.0101], [-0.0404, 0.0152, 0.0046], [0.0045, -0.0609, 0.0075], [0.0471, -0.0033, 0.0173], [0.0338, 0.0700, -0.0265], [-0.0264, -0.0320, -0.0404], [0.0469, 0.0027, -0.0586], [0.0356, 0.1456, -0.1646], [-0.0098, 0.1478, -0.1723], [0.0437, 0.0276, -0.1073], [-0.1121, 0.1518, -0.1820], [-0.0190, -0.0827, -0.0426], [-0.0340, 0.0695, 0.0769], [0.0065, 0.0124, -0.0230], [0.0285, -0.0451, -0.0419], [-0.0048, -0.0691, 0.0523], [-0.0018, 0.0010, -0.0046], [-0.0043, 0.0016, 0.0003], [-0.0001, -0.0012, -0.0004], [0.0143, -0.0034, -0.0077], [0.0143, -0.0065, -0.0393], [-0.0133, -0.0045, 0.0362], [0.0001, -0.0109, 0.0190], [-0.0046, -0.0154, 0.0195], [0.0010, -0.0021, -0.0265], [-0.0743, 0.0248, -0.0561], [0.0512, -0.0375, 0.0166], [0.0078, 0.0153, 0.0400], [0.0014, -0.0015, -0.0026], [0.0167, 0.0080, -0.0447], [0.0522, -0.2756, 0.2850], [-0.1522, -0.1479, 0.1872]], "mulliken_charge": [1.255, -0.237, -0.005, -0.475, -0.854, 0.140, -0.273, 1.174, -0.626, 0.208, 0.045, -0.261, -0.890, -1.264, 1.202, -1.573, 0.080, -0.413, 0.329, -0.200, -1.210, 0.420, 0.423, 0.471, 0.600, 0.404, 0.402, 0.415, 0.505, -0.002, 0.419, -0.319, -0.704, -0.693, -0.518, -0.353, 0.184, 0.082, 0.269, 0.488, 0.360, 0.289, 0.151, 0.483, 0.115, 0.205, -0.548, 0.354, 0.015, 0.134, -0.734, -0.526, -0.684, -0.545, 0.017, 0.967, 1.361, -0.526, -0.724, -0.604, -0.865, -0.273, -0.766, 1.051, 0.126, -1.174, -1.038, -0.403, 0.554, 0.437, 0.459, 0.499, 0.462, 0.444, 0.417, 0.446, 0.428, -0.092, 0.572, 0.473, 0.479, 0.517, -0.310, 0.350], "homo_ev": -8.79, "homo_lumo_gap_ev": 5.19, "total_charge": 1, "molar_mass_da": 893.54, "e_above_lowest_kj_mol": 317.08}